C18H52N2O7 | wB97M-V/def2-TZVPD

Its energy above the lowest of the compared OMol25 structures with the same formula, charge and spin is 0.0 kJ/mol. Its total energy is -1353.091430 Eh. As for the SMILES: COC[C@H](C)N.COC[C@H](C)N.CCO.CCO.CCO.CCO.CCO. Its HOMO-LUMO gap is 0.35463 hartree. Its LUMO energy is 0.49 eV.

CARTESIAN COORDINATES (ANGSTROEM)
1 C 11.6663 -29.9033 -8.8897
2 C 12.1059 -29.4629 -7.5022
3 O 11.5260 -28.2195 -7.1625
4 H 10.6108 -30.1730 -8.9682
5 H 12.2342 -30.7789 -9.2255
6 H 11.8548 -29.1463 -9.6570
7 H 13.1960 -29.4013 -7.5313
8 H 11.8065 -30.2240 -6.7789
9 H 10.8257 -28.3451 -6.5103
10 C 13.8827 -28.7575 -11.9321
11 C 12.7279 -29.0334 -12.8857
12 O 12.8912 -30.2430 -13.6305
13 H 14.7298 -28.2907 -12.4359
14 H 14.2561 -29.6657 -11.4555
15 H 13.5340 -28.0942 -11.1360
16 H 12.6611 -28.1955 -13.5890
17 H 11.7867 -29.1252 -12.3544
18 H 13.7427 -30.2008 -14.0759
19 C 6.7070 -27.9549 -5.4455
20 C 8.1463 -27.5489 -5.2352
21 O 9.0590 -28.4761 -5.8593
22 H 6.0254 -27.1684 -5.1016
23 H 6.4520 -28.8138 -4.8194
24 H 6.4666 -28.1357 -6.4909
25 H 8.3675 -27.4855 -4.1638
26 H 8.3905 -26.5801 -5.6664
27 H 8.9568 -29.3312 -5.4312
28 C 11.7962 -23.1014 -7.9249
29 C 11.4176 -24.5348 -8.2526
30 O 12.3860 -25.4215 -7.7408
31 H 11.9146 -22.9421 -6.8534
32 H 11.0619 -22.3940 -8.3226
33 H 12.7312 -22.8141 -8.4141
34 H 11.3712 -24.6197 -9.3476
35 H 10.4112 -24.7318 -7.8692
36 H 11.9318 -26.2175 -7.4406
37 C 9.5534 -32.7269 -10.2099
38 C 9.6596 -33.6661 -9.0080
39 O 10.9854 -34.1604 -8.7763
40 H 8.7060 -32.0701 -9.9919
41 H 9.3036 -33.2719 -11.1188
42 H 10.4507 -32.1219 -10.3038
43 H 8.9702 -34.5096 -9.0930
44 H 9.4048 -33.1152 -8.0996
45 H 11.4684 -34.1707 -9.6070
46 C 7.2181 -30.3676 -12.8807
47 C 8.0503 -29.1258 -12.5728
48 C 8.3117 -29.0005 -11.0826
49 O 8.4446 -27.6336 -10.7474
50 C 9.0019 -27.4649 -9.4572
51 N 9.2745 -29.1548 -13.3781
52 H 7.0726 -30.4979 -13.9511
53 H 6.2391 -30.3457 -12.3960
54 H 7.7084 -31.2715 -12.4966
55 H 7.4759 -28.2536 -12.8910
56 H 9.2325 -29.5505 -10.8306
57 H 7.5109 -29.4728 -10.4895
58 H 9.1454 -26.3924 -9.3323
59 H 9.9692 -27.9648 -9.4226
60 H 8.3498 -27.8285 -8.6547
61 H 9.8601 -29.9624 -13.1784
62 H 9.8447 -28.3725 -13.0613
63 C 10.5749 -28.7420 -1.9259
64 C 10.0479 -30.0725 -2.4967
65 C 11.1584 -31.1188 -2.5976
66 O 11.6811 -31.2793 -3.9062
67 C 10.8654 -32.0243 -4.7918
68 N 8.8870 -30.6035 -1.7540
69 H 11.2501 -28.2457 -2.6231
70 H 11.1007 -28.9325 -0.9872
71 H 9.7342 -28.0773 -1.7165
72 H 9.6902 -29.8355 -3.4997
73 H 10.8343 -32.0765 -2.1734
74 H 12.0205 -30.7619 -2.0297
75 H 10.1521 -31.3848 -5.3175
76 H 10.3490 -32.8312 -4.2572
77 H 11.5317 -32.5363 -5.4861
78 H 9.1888 -30.8892 -0.8269
79 H 8.2366 -29.8367 -1.6131

Atomic partial charges in e from the Löwdin method, atoms 1 to 2:
1 C -0.09
2 C -0.27